Here is a molecular structure, C52H47CdCl2INO4P2S from OMol25. Energies are from the ωB97M-V functional and the def2-TZVPD basis.

Its total charge is -1. The value obtained for the HOMO energy is -3.43 eV. The total energy comes out at -131491.693 eV. The energy relative to the best compared isomer or geometry (same formula, charge and spin) is 77.14 kJ/mol. The frontier orbital gap comes out at 0.19987 Eh.

Element x y z (Å)
Cd: -0.253 0.725 -0.648
O: 0.672 3.180 -0.463
C: 0.366 3.766 0.811
C: 0.416 2.588 1.836
O: 0.378 2.875 3.027
O: 0.482 1.430 1.323
C: 1.376 4.866 1.152
C: 1.222 5.631 2.309
C: 2.169 6.578 2.660
C: 3.280 6.802 1.852
C: 3.422 6.075 0.683
C: 2.475 5.112 0.339
C: -1.045 4.355 0.780
C: -2.069 3.909 1.603
C: -3.336 4.471 1.508
C: -3.596 5.472 0.586
C: -2.577 5.926 -0.241
C: -1.310 5.375 -0.134
H: 0.343 3.757 -1.163
H: 0.357 5.463 2.937
H: 2.040 7.148 3.573
H: 4.021 7.542 2.132
H: 4.269 6.252 0.031
H: 2.600 4.541 -0.572
H: -1.879 3.126 2.325
H: -4.129 4.101 2.145
H: -4.591 5.894 0.505
H: -2.770 6.704 -0.969
H: -0.511 5.762 -0.760
I: -2.990 -0.802 0.309
C: -3.620 -2.711 1.241
C: -4.988 -2.824 1.226
C: -5.693 -3.807 1.956
C: -5.003 -4.671 2.742
C: -3.587 -4.625 2.783
C: -2.906 -5.525 3.631
C: -1.547 -5.526 3.688
C: -0.831 -4.658 2.848
C: -1.441 -3.764 1.994
P: -0.324 -2.813 0.836
C: 0.772 -1.951 2.028
C: 0.241 -1.488 3.236
C: 0.997 -0.714 4.096
C: 2.300 -0.390 3.778
C: 2.837 -0.820 2.577
C: 2.071 -1.580 1.694
C: 0.646 -4.227 0.137
C: 1.938 -4.632 0.458
C: 2.510 -5.742 -0.157
C: 1.804 -6.463 -1.108
C: 0.516 -6.064 -1.447
C: -0.048 -4.954 -0.837
C: -2.862 -3.677 1.987
H: -5.554 -2.088 0.661
H: -6.776 -3.836 1.919
H: -5.515 -5.403 3.357
H: -3.492 -6.209 4.237
H: -1.013 -6.200 4.348
H: 0.248 -4.715 2.871
H: -0.786 -1.718 3.492
H: 0.558 -0.355 5.018
H: 2.889 0.225 4.447
H: 3.841 -0.554 2.322
H: 2.478 -1.861 0.730
H: 2.503 -4.098 1.211
H: 3.515 -6.045 0.116
H: 2.255 -7.324 -1.586
H: -0.046 -6.616 -2.191
H: -1.059 -4.649 -1.097
C: -0.446 -2.686 -4.271
S: -1.178 -1.988 -2.794
C: -2.456 -1.018 -3.593
O: -0.125 -1.003 -2.341
H: -0.197 -1.867 -4.948
H: -1.148 -3.384 -4.730
H: 0.457 -3.210 -3.955
H: -2.943 -1.648 -4.340
H: -1.965 -0.155 -4.049
H: -3.168 -0.689 -2.836
C: 2.871 1.475 -2.523
P: 2.539 0.501 -0.988
C: 3.480 1.427 0.261
C: 3.647 -0.928 -1.327
C: 3.253 -1.799 -2.349
C: 4.045 -2.877 -2.712
C: 5.238 -3.119 -2.041
C: 5.621 -2.284 -1.004
C: 4.831 -1.195 -0.648
H: 2.988 0.797 -3.367
H: 3.782 2.065 -2.409
H: 2.037 2.145 -2.731
H: 4.446 1.746 -0.133
H: 3.622 0.810 1.152
H: 2.892 2.289 0.558
H: 2.305 -1.629 -2.853
H: 3.726 -3.537 -3.511
H: 5.855 -3.966 -2.315
H: 6.542 -2.475 -0.466
H: 5.156 -0.552 0.157
Cl: -0.562 2.311 -3.184
C: -2.249 2.685 -2.834
C: -2.854 3.550 -3.721
C: -4.198 3.864 -3.594
C: -4.893 3.273 -2.543
C: -4.277 2.425 -1.650
Cl: -5.278 1.838 -0.338
C: -2.876 2.036 -1.691
N: -2.284 1.223 -0.850
H: -2.265 3.969 -4.529
H: -4.684 4.545 -4.281
H: -5.945 3.491 -2.395

Here is a molecular structure, C52H47F4KN11O8Te in a non-equilibrium geometry from OMol25. Energies are from the ωB97M-V functional and the def2-TZVPD basis.

As for the multiplicity: 2. Its total charge is -2. The value obtained for the HOMO energy (alpha / beta) is -3.42 / -3.42 eV. The total energy comes out at -121948.353 eV. The energy relative to the best compared isomer or geometry (same formula, charge and spin) is 12.83 kJ/mol. The frontier orbital gap (alpha / beta) comes out at 0.24693 / 0.17399 Eh. As for the expectation value of S²: 0.794.

Element x y z (Å)
K: 13.124 15.734 14.422
O: 11.875 16.616 20.859
C: 11.993 16.491 19.488
C: 11.107 15.764 18.736
C: 11.304 15.680 17.348
N: 12.348 16.313 16.781
C: 13.261 16.911 17.534
C: 13.114 17.064 18.889
C: 14.528 17.515 16.840
O: 15.570 17.679 17.490
O: 14.324 17.721 15.607
C: 10.254 14.933 16.458
O: 9.298 14.410 17.050
O: 10.481 14.945 15.218
H: 11.079 16.106 21.117
H: 10.240 15.284 19.172
H: 13.859 17.591 19.499
O: 11.560 20.323 10.649
H: 11.836 19.428 10.868
H: 11.582 20.759 11.521
O: 15.197 16.974 13.004
H: 16.049 16.618 13.309
H: 15.197 16.838 12.049
C: 9.652 16.592 12.969
C: 8.374 15.759 12.805
N: 8.496 14.849 11.673
C: 9.509 13.838 11.990
C: 10.841 14.591 12.268
N: 10.712 16.043 12.099
C: 10.305 16.287 10.702
C: 8.924 15.588 10.484
H: 10.018 16.602 13.995
H: 9.485 17.627 12.647
H: 7.489 16.408 12.611
H: 8.184 15.183 13.729
H: 9.603 13.176 11.120
H: 9.181 13.276 12.846
H: 11.648 14.213 11.628
H: 11.085 14.429 13.320
H: 11.098 15.976 10.070
H: 10.214 17.360 10.593
H: 8.957 14.917 9.629
H: 8.185 16.351 10.265
C: 15.345 24.721 9.869
C: 15.034 23.641 10.851
C: 14.359 23.944 12.034
C: 14.114 22.942 12.984
C: 13.432 23.383 14.245
C: 14.534 21.631 12.707
Te: 14.214 19.934 13.968
N: 12.405 19.750 14.602
C: 11.313 20.310 14.101
O: 11.281 21.190 13.211
C: 10.035 19.739 14.725
C: 10.097 18.852 15.803
C: 8.937 18.317 16.336
C: 7.727 18.579 15.682
C: 7.637 19.444 14.616
C: 8.787 20.082 14.169
C: 14.966 20.918 15.650
C: 14.085 21.206 16.686
C: 14.482 22.074 17.694
C: 15.734 22.668 17.641
C: 16.653 22.312 16.667
C: 16.256 21.445 15.619
C: 17.198 21.163 14.461
C: 15.188 21.355 11.509
C: 15.521 19.958 11.085
C: 15.437 22.355 10.602
H: 15.124 25.699 10.301
H: 14.729 24.625 8.986
H: 16.386 24.695 9.554
H: 13.970 24.929 12.278
H: 12.946 24.341 14.113
H: 14.150 23.496 15.042
H: 12.681 22.657 14.572
H: 11.067 18.519 16.196
H: 8.998 17.550 17.141
H: 6.849 18.010 15.974
H: 6.704 19.651 14.106
H: 8.760 20.788 13.315
H: 13.118 20.745 16.697
H: 13.758 22.313 18.496
H: 16.048 23.351 18.416
H: 17.657 22.718 16.689
H: 18.217 21.107 14.775
H: 17.051 21.864 13.676
H: 16.942 20.163 14.033
H: 14.625 19.474 10.701
H: 15.935 19.351 11.885
H: 16.275 19.967 10.269
H: 15.999 22.065 9.729
N: 19.336 12.519 14.214
C: 18.755 13.682 14.666
C: 18.011 14.523 13.809
N: 17.307 15.522 14.295
C: 17.371 15.773 15.589
C: 18.158 15.002 16.400
N: 18.830 13.928 15.968
H: 19.227 12.228 13.267
H: 20.008 12.072 14.789
H: 17.988 14.367 12.746
H: 16.788 16.592 16.041
H: 18.215 15.242 17.454
F: 14.055 11.647 7.008
C: 15.004 11.900 7.873
C: 16.059 11.024 7.923
F: 16.006 9.992 7.064
C: 17.167 11.154 8.778
C: 17.058 12.257 9.686
C: 16.024 13.163 9.637
F: 16.060 14.204 10.486
C: 14.919 13.032 8.740
C: 13.873 13.926 8.684
C: 13.866 15.171 9.406
N: 13.948 16.152 10.022
C: 12.728 13.710 7.833
N: 11.763 13.579 7.189
F: 17.979 12.421 10.616
C: 18.298 10.324 8.682
C: 18.428 9.213 7.771
N: 18.737 8.342 7.083
C: 19.444 10.402 9.538
N: 20.399 10.405 10.212

Here is 10 unconnected molecules or ions with the total composition C52H48Cl4N8O16 in a non-equilibrium geometry from OMol25. Energies are from the ωB97M-V functional and the def2-TZVPD basis.

As for the SMILES: O=[N+]([O-])c1ccccc1.O=[N+]([O-])c1ccccc1.O=[N+]([O-])c1ccccc1.O=[N+]([O-])c1ccccc1.O=[N+]([O-])c1ccccc1.O=[N+]([O-])c1ccccc1.O=[N+]([O-])c1ccccc1.O=[N+]([O-])c1ccccc1.ClCCCl.ClCCCl. Its total charge is 0. The value obtained for the HOMO energy is -9.95 eV. The total energy comes out at -149451.345 eV. The energy relative to the best compared isomer or geometry (same formula, charge and spin) is 88.31 kJ/mol. The frontier orbital gap comes out at 0.32423 Eh.

Element x y z (Å)
O: -9.809 2.850 1.255
N: -8.641 3.186 1.303
O: -8.266 4.254 1.756
C: -7.620 2.294 0.771
C: -6.276 2.628 0.953
C: -5.300 1.801 0.474
C: -5.651 0.598 -0.150
C: -6.988 0.249 -0.295
C: -7.996 1.119 0.131
H: -6.054 3.577 1.416
H: -4.245 2.044 0.476
H: -4.953 -0.148 -0.504
H: -7.224 -0.750 -0.633
H: -9.030 0.805 0.161
O: 0.776 -3.098 1.022
N: -0.094 -3.505 0.296
O: -0.502 -2.911 -0.688
C: -0.844 -4.692 0.711
C: -1.648 -5.417 -0.189
C: -2.388 -6.472 0.288
C: -2.311 -6.877 1.620
C: -1.449 -6.240 2.498
C: -0.732 -5.153 1.993
H: -1.641 -5.215 -1.252
H: -2.950 -7.068 -0.418
H: -2.802 -7.783 1.951
H: -1.339 -6.598 3.510
H: 0.019 -4.670 2.610
O: 2.734 4.571 -3.930
N: 2.267 3.490 -4.186
O: 1.805 2.722 -3.362
C: 2.295 3.019 -5.574
C: 1.868 1.731 -5.876
C: 1.676 1.361 -7.195
C: 1.931 2.279 -8.209
C: 2.374 3.561 -7.917
C: 2.481 3.940 -6.597
H: 1.746 1.024 -5.067
H: 1.233 0.397 -7.400
H: 1.755 1.980 -9.235
H: 2.643 4.208 -8.739
H: 2.786 4.945 -6.332
O: -0.648 8.322 1.442
N: -0.262 7.201 1.226
O: -0.126 6.729 0.105
C: 0.030 6.269 2.334
C: -0.033 6.772 3.629
C: 0.038 5.876 4.674
C: 0.173 4.492 4.448
C: 0.365 4.058 3.144
C: 0.227 4.935 2.067
H: -0.100 7.828 3.840
H: -0.007 6.160 5.717
H: 0.222 3.727 5.210
H: 0.392 3.006 2.886
H: 0.241 4.473 1.092
O: -4.791 -4.839 4.374
N: -3.965 -3.950 4.457
O: -3.432 -3.592 5.485
C: -3.564 -3.289 3.202
C: -2.674 -2.202 3.251
C: -2.526 -1.480 2.078
C: -3.062 -1.931 0.887
C: -3.937 -2.990 0.848
C: -4.126 -3.720 2.029
H: -2.195 -1.956 4.187
H: -1.883 -0.611 2.157
H: -2.899 -1.315 0.012
H: -4.382 -3.327 -0.077
H: -4.784 -4.575 1.987
O: -4.467 -0.349 -4.934
N: -3.566 -0.430 -4.120
O: -3.715 -0.093 -2.961
C: -2.258 -0.894 -4.522
C: -1.418 -1.457 -3.576
C: -0.205 -2.011 -3.942
C: 0.225 -2.031 -5.260
C: -0.653 -1.508 -6.227
C: -1.852 -0.940 -5.869
H: -1.688 -1.503 -2.528
H: 0.452 -2.473 -3.215
H: 1.209 -2.441 -5.437
H: -0.302 -1.469 -7.250
H: -2.471 -0.608 -6.692
O: 5.344 -2.995 3.472
N: 5.114 -2.187 4.351
O: 5.966 -1.792 5.131
C: 3.785 -1.577 4.460
C: 3.521 -0.759 5.547
C: 2.319 -0.068 5.535
C: 1.366 -0.262 4.551
C: 1.611 -1.181 3.538
C: 2.813 -1.868 3.508
H: 4.232 -0.617 6.346
H: 2.076 0.619 6.338
H: 0.407 0.238 4.589
H: 0.864 -1.303 2.769
H: 2.995 -2.631 2.763
O: 8.567 0.030 0.608
N: 7.425 -0.350 0.465
O: 7.101 -1.454 0.072
C: 6.350 0.513 0.929
C: 5.102 0.009 1.227
C: 4.121 0.814 1.775
C: 4.409 2.143 2.081
C: 5.611 2.691 1.634
C: 6.631 1.855 1.183
H: 4.820 -1.037 1.162
H: 3.138 0.449 2.018
H: 3.670 2.777 2.554
H: 5.800 3.738 1.831
H: 7.601 2.288 0.992
Cl: 3.170 -0.584 -3.335
C: 3.200 -1.575 -1.884
C: 4.507 -2.342 -1.793
Cl: 4.360 -3.546 -0.470
H: 2.348 -2.250 -1.889
H: 3.142 -0.882 -1.045
H: 5.312 -1.640 -1.593
H: 4.716 -2.827 -2.745
Cl: 0.992 -0.017 0.601
C: 0.601 0.343 -1.101
C: -0.203 1.622 -1.205
Cl: -1.819 1.396 -0.551
H: 0.170 -0.553 -1.541
H: 1.540 0.488 -1.639
H: -0.342 2.001 -2.214
H: 0.323 2.386 -0.635

Here is a molecular structure, C52H50AsBiCl3N7O5PSi2 from OMol25. Energies are from the ωB97M-V functional and the def2-TZVPD basis.

Its total charge is -1. The value obtained for the HOMO energy is -2.91 eV. The total energy comes out at -204703.420 eV. The energy relative to the best compared isomer or geometry (same formula, charge and spin) is 29.40 kJ/mol. The frontier orbital gap comes out at 0.18334 Eh.

Element x y z (Å)
Bi: 0.971 0.079 2.095
C: 2.834 -3.475 4.183
C: 3.787 -2.982 5.119
C: 4.102 -1.667 5.123
C: 3.486 -0.738 4.196
N: 2.508 -1.237 3.349
C: 2.237 -2.576 3.360
N: 3.918 0.493 4.203
C: 3.386 1.553 3.511
N: 2.082 1.691 3.027
C: 1.881 2.994 2.575
N: 0.695 3.573 2.165
C: -0.492 3.020 2.197
C: -1.639 3.893 2.044
C: -2.905 3.414 2.080
C: -3.128 2.024 2.291
C: -2.039 1.227 2.434
N: -0.747 1.664 2.375
C: 3.088 3.676 2.717
C: 3.492 4.993 2.372
C: 4.780 5.370 2.620
C: 5.716 4.473 3.231
C: 5.354 3.203 3.580
C: 4.027 2.778 3.322
H: 2.573 -4.524 4.139
H: 4.248 -3.661 5.829
H: 4.818 -1.240 5.812
H: 1.474 -2.896 2.654
H: -1.420 4.945 1.919
H: -3.751 4.082 1.957
H: -4.123 1.604 2.324
H: -2.163 0.165 2.607
H: 2.782 5.668 1.905
H: 5.109 6.370 2.359
H: 6.731 4.813 3.406
H: 6.058 2.519 4.040
O: -2.316 -3.272 6.215
C: -1.561 -2.376 6.813
O: -1.451 -2.307 8.016
C: -0.833 -1.415 5.937
C: -0.079 -0.367 6.416
N: 0.435 0.273 5.358
N: 0.062 -0.308 4.223
C: -0.702 -1.337 4.531
C: -1.208 -2.183 3.383
O: -2.040 -3.071 3.642
O: -0.728 -1.895 2.248
H: -2.256 -3.216 5.209
H: 0.101 -0.065 7.435
H: 1.058 1.070 5.306
Cl: 5.973 -0.766 1.988
Si: 5.801 -0.202 0.045
Cl: 5.281 1.789 0.004
Cl: 7.689 -0.256 -0.797
O: 2.024 1.751 -0.108
H: 1.700 2.548 0.354
H: 2.977 1.888 -0.188
C: 2.702 -1.758 -0.505
Si: 4.440 -1.639 -1.192
C: 4.376 -1.024 -2.959
C: 5.245 -3.334 -1.136
H: 2.134 -2.511 -1.063
H: 2.155 -0.811 -0.579
H: 2.698 -2.065 0.548
H: 3.835 -1.741 -3.584
H: 5.385 -0.909 -3.369
H: 3.873 -0.054 -3.032
H: 5.042 -3.880 -2.062
H: 4.850 -3.918 -0.301
H: 6.330 -3.271 -1.015
C: -0.674 -0.750 -2.706
C: -1.574 -0.323 -3.856
As: -1.749 -1.767 -5.182
C: -2.764 -2.949 -3.996
C: -2.223 -4.184 -3.649
C: -2.882 -5.021 -2.754
C: -4.091 -4.626 -2.201
C: -4.639 -3.394 -2.541
C: -3.979 -2.561 -3.432
C: -3.279 -1.038 -6.162
C: -3.537 0.325 -6.258
C: -4.621 0.791 -6.996
C: -5.456 -0.103 -7.650
C: -5.201 -1.468 -7.567
C: -4.118 -1.928 -6.834
P: -0.635 0.370 -1.202
C: -2.445 0.265 -0.846
C: -2.830 -0.832 -0.072
C: -4.170 -1.083 0.189
C: -5.147 -0.241 -0.324
C: -4.777 0.858 -1.090
C: -3.434 1.109 -1.352
C: -0.441 2.025 -1.960
C: -0.946 3.148 -1.310
C: -0.625 4.428 -1.741
C: 0.201 4.606 -2.842
C: 0.715 3.494 -3.497
C: 0.412 2.217 -3.048
H: 0.357 -0.891 -3.046
H: -1.012 -1.707 -2.300
H: -1.185 0.567 -4.346
H: -2.575 -0.099 -3.492
H: -1.275 -4.489 -4.079
H: -2.445 -5.975 -2.483
H: -4.604 -5.274 -1.500
H: -5.576 -3.076 -2.100
H: -4.412 -1.599 -3.685
H: -2.897 1.038 -5.750
H: -4.812 1.856 -7.057
H: -6.300 0.260 -8.223
H: -5.850 -2.174 -8.073
H: -3.924 -2.994 -6.770
H: -2.070 -1.483 0.352
H: -4.447 -1.933 0.802
H: -6.196 -0.434 -0.125
H: -5.532 1.523 -1.493
H: -3.161 1.971 -1.946
H: -1.584 3.025 -0.442
H: -1.009 5.285 -1.199
H: 0.459 5.603 -3.178
H: 1.368 3.620 -4.353
H: 0.867 1.361 -3.537